No. 1
# C4H7N2S

A gas-phase ion, C4H7N2S (charge +1) (ωB97M-V/def2-TZVPD, OMol25).

Each line ends with the Mulliken charge.
Atoms and positions in Å:
C: -2.3957 -0.7648 0.8172  0.073
N: -2.1728 0.2301 0.0887  -0.062
C: -0.1795 1.6273 0.0529  0.084
N: 0.6411 0.6340 0.0167  -0.360
H: 3.1809 -1.6371 0.8303  0.326
H: 0.1652 2.6163 0.2038  0.371
H: -2.4788 0.0908 -0.9133  0.341
H: -2.1861 2.2877 0.2114  0.409
H: 2.9773 -1.2530 -0.9084  0.320
S: 2.2399 0.7655 0.2629  0.170
H: -2.8801 -1.6881 0.5521  0.345
C: -1.5159 1.4358 0.1859  -0.562
C: 2.6163 -0.9981 0.0798  -0.695
H: 1.5745 -1.3320 -0.0053  0.240

E_tot in eV: -18064.32559
Spin multiplicity: 1
Net charge: +1

=====

No. 2
# C4H7N2S2

A molecular structure, C4H7N2S2 (ωB97M-V/def2-TZVPD, OMol25).

Each line ends with the Mulliken charge.
Atoms and positions in Å:
H: 2.3963 -2.9885 -0.2490  0.262
H: -0.7273 0.2132 -1.3322  0.520
N: 1.9634 -1.9926 -0.1622  -0.376
C: -1.3084 2.1793 -0.7027  -0.450
N: -0.1833 -2.5571 0.7602  -0.365
H: -2.1652 2.3587 -1.3316  0.348
C: 0.7290 -1.7401 0.2234  0.175
H: 2.2777 -1.1505 -0.6473  0.263
H: -1.0900 -2.1600 0.9064  0.243
H: 0.1343 -3.5665 0.9581  0.240
C: -0.7684 3.1412 0.1971  0.026
H: -1.3293 4.0310 0.3236  0.382
S: 0.4060 2.7025 1.2168  -0.162
C: -0.7323 0.9678 -0.6708  -0.139
S: 0.3976 0.5617 0.5102  0.033

E_tot in eV: -28903.37526
Spin multiplicity: 1
Net charge: +1

=====

No. 3
# C4H7N3

A single C4H7N3 molecule (ωB97M-V/def2-TZVPD, OMol25).

Each line ends with the Mulliken charge.
Atoms and positions in Å:
H: 1.6282 -0.0338 -0.1456  0.490
H: 1.5274 -2.6083 -0.3560  0.292
C: 0.8012 -0.6689 0.1632  -0.126
N: 0.3354 1.8362 -0.8164  -0.579
H: -1.0768 -0.5737 0.8212  0.228
H: 0.4974 1.2636 -1.6622  0.219
H: 0.1138 2.7948 -1.0693  0.244
C: 0.9099 -2.1363 0.4238  -1.051
C: -1.9760 1.7017 0.1757  0.239
N: -3.0386 2.1585 0.3303  -0.479
N: -0.3462 -0.0408 0.3519  -0.177
H: 1.3671 -2.3268 1.4081  0.250
H: -0.0904 -2.6016 0.3750  0.283
C: -0.6523 1.2355 0.0004  0.167

E_tot in eV: -8729.58583
Spin multiplicity: 1

=====

No. 4
# C4H7N3

A single C4H7N3 molecule (ωB97M-V/def2-TZVPD, OMol25).

Each line ends with the Mulliken charge.
Atoms and positions in Å:
H: -1.2431 -0.0231 -1.5501  0.310
N: 1.8994 0.0990 1.3351  -0.565
H: -1.8043 0.9165 1.3464  0.325
H: -2.9726 0.0511 0.3303  0.281
H: 1.5188 -0.7677 -1.7289  0.323
N: 0.7152 0.5081 1.2120  -0.113
C: -1.0283 0.3251 -0.5361  -0.207
C: 1.2348 -0.7481 -0.6749  -0.386
H: 0.6092 -1.6015 -0.3869  0.243
C: -2.1573 0.7864 0.3218  -1.011
C: 0.2252 0.2034 -0.1027  0.214
H: 3.2337 -0.9724 0.2524  0.222
H: -2.5692 1.7326 -0.0358  0.260
N: 2.3386 -0.5094 0.2174  0.104

E_tot in eV: -8729.25736
SMILES: C/C=C1/CNN=N1
Spin multiplicity: 1